Entry 1:
Below is C44H60N9O6Y as an isolated structure, with properties calculated with ωB97M-V/def2-TZVPD.

Cartesian coordinates (Å):
Y1 -0.795 -0.442 0.527
O1 -2.425 3.625 -0.122
C1 -1.913 2.553 -0.425
O2 -1.795 1.542 0.372
C2 -1.476 2.316 -1.868
C3 -2.188 1.060 -2.405
C4 -2.112 1.004 -3.932
C5 -0.627 0.613 -4.163
C6 -0.112 0.520 -2.726
O3 -1.276 -0.001 -2.027
C7 0.027 1.929 -2.120
C8 0.916 1.884 -0.882
O4 1.676 2.814 -0.638
O5 0.821 0.802 -0.188
H1 -1.756 3.206 -2.422
H2 -3.171 0.874 -1.983
H3 -2.789 0.242 -4.317
H4 -2.381 1.960 -4.382
H5 -0.537 -0.346 -4.670
H6 -0.074 1.358 -4.736
H7 0.737 -0.133 -2.553
H8 0.482 2.629 -2.814
C9 5.080 1.945 -2.011
N1 4.505 0.670 -2.438
C10 3.477 0.812 -3.452
C11 4.349 -0.319 -1.473
N2 3.198 -0.836 -1.230
C12 3.020 -2.147 -0.764
C13 3.553 -3.203 -1.518
C14 3.318 -4.531 -1.211
C15 2.514 -4.849 -0.123
C16 1.984 -3.825 0.639
C17 2.237 -2.481 0.360
N3 1.590 -1.493 1.149
C18 1.897 -1.016 2.299
N4 0.922 -0.076 2.797
C19 1.214 1.364 2.661
C20 0.347 -0.420 4.107
N5 2.971 -1.314 3.096
C21 3.296 -0.576 4.309
C22 3.752 -2.545 3.012
N6 5.534 -0.629 -0.835
C23 5.537 -1.184 0.493
C24 6.819 -0.628 -1.507
H9 5.860 1.774 -1.272
H10 5.526 2.448 -2.872
H11 4.315 2.591 -1.571
H12 3.946 1.085 -4.401
H13 2.947 -0.130 -3.574
H14 2.756 1.591 -3.190
H15 4.154 -2.942 -2.383
H16 3.740 -5.314 -1.830
H17 2.292 -5.880 0.126
H18 1.360 -4.054 1.494
H19 1.845 1.747 3.469
H20 0.267 1.906 2.687
H21 1.683 1.567 1.704
H22 -0.714 -0.194 4.095
H23 0.817 0.130 4.928
H24 0.461 -1.488 4.294
H25 2.942 -1.098 5.202
H26 2.895 0.424 4.299
H27 4.381 -0.496 4.375
H28 3.537 -3.111 2.119
H29 3.538 -3.172 3.885
H30 4.814 -2.303 3.027
H31 4.622 -0.896 0.998
H32 6.382 -0.766 1.050
H33 5.619 -2.276 0.500
H34 6.697 -0.317 -2.538
H35 7.253 -1.633 -1.490
H36 7.521 0.050 -1.012
C25 -1.487 -4.043 4.697
N7 -2.219 -3.933 3.452
C26 -3.369 -3.054 3.603
C27 -1.344 -3.525 2.358
C28 -2.013 -3.561 0.994
C29 -2.745 -4.713 0.697
C30 -3.428 -4.825 -0.504
C31 -3.369 -3.773 -1.410
C32 -2.619 -2.643 -1.104
C33 -1.904 -2.476 0.099
H37 -1.101 -3.071 5.054
H38 -0.640 -4.720 4.571
H39 -2.136 -4.449 5.476
H40 -3.975 -3.392 4.446
H41 -3.983 -3.095 2.702
H42 -3.077 -2.006 3.773
H43 -0.503 -4.222 2.360
H44 -0.925 -2.518 2.544
H45 -2.795 -5.511 1.433
H46 -4.005 -5.716 -0.726
H47 -3.900 -3.834 -2.355
H48 -2.603 -1.853 -1.849
C34 -5.649 3.285 2.414
N8 -4.301 2.754 2.536
N9 -3.984 1.468 2.139
C35 -2.822 1.084 2.770
O6 -2.225 0.020 2.506
C36 -2.474 2.153 3.642
C37 -3.402 3.137 3.465
C38 -3.529 4.459 4.132
C39 -4.501 0.913 0.933
C40 -4.673 1.716 -0.189
C41 -5.200 1.161 -1.344
C42 -5.521 -0.192 -1.392
C43 -5.304 -0.990 -0.278
C44 -4.803 -0.439 0.894
H49 -6.219 2.664 1.734
H50 -5.614 4.294 2.010
H51 -6.155 3.297 3.381
H52 -1.589 2.197 4.257
H53 -2.690 4.613 4.805
H54 -4.453 4.526 4.711
H55 -3.536 5.262 3.392
H56 -4.343 2.748 -0.168
H57 -5.334 1.785 -2.220
H58 -5.923 -0.624 -2.300
H59 -5.518 -2.051 -0.313
H60 -4.629 -1.056 1.766

The HOMO energy is -7.700 eV. Its LUMO energy is 0.6 eV. As for the net charge: 0. For the HOMO-LUMO gap, the calculation gives 8.3 eV.

***

Entry 2:
Below is a 3-piece molecular cluster, C5H14O3 overall, with properties calculated with ωB97M-V/def2-TZVPD.

Cartesian coordinates (Å):
C1 -0.592 1.783 -0.410
C2 -1.422 0.712 0.310
C3 -2.136 -0.249 -0.664
C4 -1.439 -0.588 -1.998
C5 0.012 -0.970 -1.978
O1 0.837 -0.468 -2.695
H1 0.296 1.362 -0.880
H2 -0.296 2.603 0.238
H3 -1.229 2.201 -1.203
H4 -0.854 0.135 1.044
H5 -2.191 1.251 0.858
H6 -2.402 -1.171 -0.170
H7 -3.068 0.250 -0.951
H8 -2.016 -1.427 -2.421
H9 -1.561 0.205 -2.729
H10 0.281 -1.796 -1.284
O2 2.863 1.268 1.910
H11 3.593 1.541 1.343
H12 2.638 0.409 1.527
O3 3.233 -2.530 3.495
H13 2.521 -2.172 4.059
H14 2.932 -2.348 2.597

The HOMO energy is -9.976 eV. The SMILES is CCCCC=O.O.O. Its LUMO energy is 0.2 eV. As for the net charge: 0. For the HOMO-LUMO gap, the calculation gives 10.2 eV.

***

Entry 3:
Below is a 2-piece molecular cluster, C2H2N2OS overall, with properties calculated with ωB97M-V/def2-TZVPD.

Cartesian coordinates (Å):
C1 -1.671 0.866 0.487
C2 2.149 -0.230 0.132
N1 -1.055 -0.837 -1.017
N2 -1.287 -0.001 -0.195
O1 2.006 -1.367 0.435
S1 2.293 1.254 -0.144
H1 -2.189 1.662 0.947
H2 -0.246 -1.348 -0.644

The HOMO energy is -8.574 eV. Its LUMO energy is 0.5 eV. As for the net charge: 0. For the HOMO-LUMO gap, the calculation gives 9.1 eV.

***

Entry 4:
Below is one molecule with the formula C15H18ClN3O6, with properties calculated with ωB97M-V/def2-TZVPD.

Cartesian coordinates (Å):
C1 3.658 4.600 -1.402
C2 2.322 5.290 -1.664
C3 2.119 6.463 -0.706
C4 1.163 4.285 -1.575
N1 1.060 3.658 -0.276
C5 1.318 2.356 -0.075
O1 1.623 1.567 -0.939
C6 1.182 1.922 1.399
O2 1.418 0.529 1.488
C7 0.496 -0.242 0.914
O3 -0.580 0.137 0.533
C8 0.964 -1.682 0.814
N2 -0.116 -2.515 0.349
C9 -0.486 -3.624 1.031
O4 0.144 -4.074 1.964
C10 -1.728 -4.292 0.519
C11 -2.089 -4.266 -0.824
C12 -3.232 -4.931 -1.248
Cl1 -3.664 -4.901 -2.916
C13 -4.030 -5.617 -0.348
C14 -3.653 -5.637 0.989
N3 -4.481 -6.355 1.938
O5 -5.431 -6.963 1.499
O6 -4.172 -6.297 3.105
C15 -2.508 -4.994 1.431
H1 4.479 5.299 -1.539
H2 3.699 4.218 -0.384
H3 3.795 3.765 -2.084
H4 2.321 5.677 -2.688
H5 2.194 6.138 0.330
H6 1.145 6.924 -0.859
H7 2.882 7.218 -0.873
H8 1.317 3.478 -2.293
H9 0.218 4.788 -1.803
H10 0.813 4.247 0.503
H11 0.177 2.164 1.764
H12 1.942 2.400 2.019
H13 1.811 -1.710 0.118
H14 1.303 -2.049 1.787
H15 -0.776 -2.046 -0.256
H16 -1.475 -3.756 -1.551
H17 -4.925 -6.133 -0.661
H18 -2.218 -5.039 2.470

The HOMO energy is -9.862 eV. The SMILES is CC(C)CNC(=O)COC(=O)CNC(=O)c1cc(Cl)cc([N+](=O)[O-])c1. Its LUMO energy is -0.7 eV. As for the net charge: 0. For the HOMO-LUMO gap, the calculation gives 9.1 eV.